{
  "formula": "C60H141NO42P6",
  "method": "ωB97M-V/def2-TZVPD",
  "elements": ["C", "C", "N", "C", "C", "C", "C", "H", "H", "H", "H", "H", "H", "H", "H", "H", "H", "H", "H", "H", "H", "H", "C", "C", "O", "P", "O", "O", "C", "C", "O", "C", "C", "H", "H", "H", "H", "H", "H", "H", "H", "H", "H", "H", "H", "H", "H", "H", "C", "C", "O", "P", "O", "O", "C", "C", "O", "C", "C", "H", "H", "H", "H", "H", "H", "H", "H", "H", "H", "H", "H", "H", "H", "H", "C", "C", "O", "P", "O", "O", "C", "C", "O", "C", "C", "H", "H", "H", "H", "H", "H", "H", "H", "H", "H", "H", "H", "H", "H", "H", "C", "C", "O", "P", "O", "O", "C", "C", "O", "C", "C", "H", "H", "H", "H", "H", "H", "H", "H", "H", "H", "H", "H", "H", "H", "H", "C", "C", "O", "P", "O", "O", "C", "C", "O", "C", "C", "H", "H", "H", "H", "H", "H", "H", "H", "H", "H", "H", "H", "H", "H", "H", "C", "C", "O", "P", "O", "O", "C", "C", "O", "C", "C", "H", "H", "H", "H", "H", "H", "H", "H", "H", "H", "H", "H", "H", "H", "H", "C", "O", "C", "O", "O", "C", "H", "H", "H", "H", "H", "H", "C", "O", "C", "O", "O", "C", "H", "H", "H", "H", "H", "H", "C", "O", "C", "O", "O", "C", "H", "H", "H", "H", "H", "H", "C", "O", "C", "O", "O", "C", "H", "H", "H", "H", "H", "H", "C", "O", "C", "O", "O", "C", "H", "H", "H", "H", "H", "H", "C", "O", "C", "O", "O", "C", "H", "H", "H", "H", "H", "H"],
  "xyz": [[2.449539, -0.879725, -0.147560], [1.447401, -0.391006, 0.903503], [0.047480, -0.350116, 0.459153], [-0.820350, 0.120334, 1.560786], [-2.286678, 0.280260, 1.100861], [-0.138345, 0.331290, -0.816661], [-0.015917, 1.834987, -0.749129], [2.037360, -1.723297, -0.701259], [3.342250, -1.239801, 0.363812], [2.801465, -0.161710, -0.888310], [1.526791, -0.990142, 1.810607], [1.731612, 0.622322, 1.187229], [-0.744307, -0.695969, 2.279086], [-0.411634, 1.022162, 2.016594], [-2.619545, -0.594282, 0.541868], [-2.927885, 0.633061, 1.908629], [-2.515719, 1.012342, 0.326451], [-1.126179, 0.051893, -1.183010], [0.423089, -0.011847, -1.685656], [-0.685343, 2.310824, -0.032496], [-0.187757, 2.270883, -1.733275], [1.031648, 2.031100, -0.520543], [-2.541283, 5.029934, 1.069478], [-1.821046, 4.690071, 2.417528], [-0.587598, 5.361366, 2.453310], [-0.714566, 6.940520, 2.875183], [-1.597894, 7.714987, 1.936249], [-1.108569, 6.900871, 4.429325], [-1.032828, 8.073335, 5.204417], [-0.746937, 7.654140, 6.617642], [0.837602, 7.398529, 2.952120], [1.329677, 8.301541, 2.007369], [1.939057, 7.502299, 0.861841], [-3.112470, 4.145809, 0.786345], [-3.089639, 5.971713, 1.047921], [-1.716681, 5.204100, 0.378251], [-2.454549, 4.883504, 3.283173], [-1.660344, 3.612438, 2.386053], [-0.273181, 8.788137, 4.888023], [-1.909298, 8.711615, 5.092642], [-1.563394, 7.007400, 6.938939], [0.208104, 7.131006, 6.665897], [-0.759222, 8.536733, 7.257163], [0.662874, 9.094860, 1.669554], [2.178547, 8.902052, 2.334330], [2.550976, 8.114452, 0.199325], [2.490991, 6.658584, 1.276113], [1.183541, 6.955911, 0.297255], [-0.085867, -3.328115, -3.559701], [-1.519676, -2.902454, -3.094586], [-2.187338, -4.114117, -2.821484], [-2.861009, -4.357195, -1.434992], [-3.683054, -3.237076, -0.890983], [-1.587564, -4.661309, -0.478548], [-0.769353, -3.567329, 0.047607], [0.217189, -4.209015, 1.058514], [-3.686920, -5.749212, -1.572185], [-3.996095, -6.470480, -0.400624], [-5.270839, -6.032420, 0.291489], [0.229672, -4.116312, -2.876126], [0.020037, -3.713645, -4.573728], [0.704326, -2.577956, -3.528904], [-1.453838, -2.194423, -2.268477], [-2.036734, -2.399218, -3.911604], [-0.251670, -2.950007, -0.686578], [-1.441235, -2.881651, 0.563867], [0.914280, -3.459193, 1.432612], [-0.234627, -4.809516, 1.848041], [0.869623, -4.885854, 0.506855], [-3.992275, -7.542021, -0.600319], [-3.119031, -6.306185, 0.225365], [-5.644561, -6.854840, 0.901450], [-5.113581, -5.213059, 0.992932], [-6.049183, -5.722030, -0.405608], [-1.593959, 4.976561, -5.652521], [-3.065387, 4.456715, -5.373286], [-3.021409, 3.310475, -4.603451], [-3.444253, 3.229923, -3.019303], [-2.567939, 4.016792, -2.104356], [-4.979923, 3.740911, -3.094914], [-5.978568, 3.202798, -2.220170], [-5.656441, 3.585525, -0.708274], [-3.635321, 1.672543, -2.711733], [-4.101346, 0.671617, -3.613359], [-4.500790, -0.430950, -2.756082], [-1.122976, 4.241345, -6.304995], [-1.601912, 5.894265, -6.240621], [-0.973712, 4.948197, -4.756649], [-3.689872, 5.250740, -4.963863], [-3.594395, 4.248629, -6.303322], [-6.910607, 3.719567, -2.448995], [-6.185737, 2.176899, -2.524649], [-4.801728, 2.946186, -0.487315], [-5.183470, 4.555648, -0.555746], [-6.464720, 3.493922, 0.017267], [-4.910662, 1.047561, -4.239283], [-3.330628, 0.296161, -4.286501], [-3.638749, -0.774576, -2.184343], [-5.321550, -0.140986, -2.100044], [-4.878540, -1.299935, -3.294850], [-3.050088, 1.515045, 4.546872], [-1.973359, 1.618911, 5.595239], [-1.945771, 2.908776, 6.155238], [-2.288269, 3.044054, 7.760433], [-2.268541, 4.443365, 8.298768], [-3.696458, 2.246272, 7.989528], [-4.954979, 2.913301, 8.397752], [-5.261004, 2.618600, 9.850112], [-1.159734, 2.148927, 8.541666], [0.198785, 2.613937, 8.621498], [1.137819, 1.584888, 7.902943], [-2.956095, 2.377201, 3.886598], [-2.989359, 0.567115, 4.012226], [-3.999658, 1.663255, 5.061105], [-2.101046, 0.810889, 6.315584], [-1.004484, 1.430217, 5.132883], [-4.858991, 3.996467, 8.322686], [-5.778092, 2.693506, 7.717839], [-4.369885, 2.865138, 10.427359], [-6.121295, 3.191511, 10.196200], [-5.483346, 1.557991, 9.967434], [0.414828, 3.636482, 8.311962], [0.373702, 2.612741, 9.697375], [2.146685, 1.612085, 8.314706], [0.733456, 0.585387, 8.062917], [1.124592, 1.764487, 6.827922], [5.977376, -1.429552, -0.712610], [6.067351, -2.936506, -0.710213], [6.900071, -3.413357, 0.298727], [7.371865, -4.962457, 0.248448], [8.445374, -5.211345, -0.777997], [7.873359, -5.261980, 1.768281], [6.944741, -5.130071, 2.804642], [6.415142, -6.553805, 3.109767], [6.025922, -5.808950, -0.023934], [6.135474, -7.035953, -0.698282], [4.993260, -8.022881, -0.426064], [5.729045, -0.981994, 0.249744], [6.916086, -1.031467, -1.097917], [5.256040, -1.057377, -1.440122], [5.070939, -3.375981, -0.664000], [6.489361, -3.104355, -1.701086], [7.488869, -4.770009, 3.677790], [6.097276, -4.452923, 2.697964], [5.780033, -6.985307, 2.336111], [7.150662, -7.334300, 3.304558], [5.854432, -6.549488, 4.044487], [6.201026, -6.832683, -1.767143], [7.101405, -7.533270, -0.610300], [5.045014, -8.374758, 0.604278], [4.128799, -7.394258, -0.639689], [4.982867, -8.817842, -1.171739], [7.186851, -6.212568, -5.087620], [7.254039, -4.791386, -4.547260], [6.093330, -3.927305, -4.945223], [4.725065, -4.061402, -4.078154], [4.687268, -5.184304, -3.079832], [3.610937, -4.194979, -5.230357], [3.663296, -5.219719, -6.160230], [2.252384, -5.536129, -6.693933], [4.504105, -2.531285, -3.506725], [4.571927, -1.390540, -4.353471], [3.295360, -0.613626, -4.094765], [6.951906, -6.199095, -6.151910], [8.149843, -6.712054, -4.981459], [6.452582, -6.785605, -4.521421], [7.332378, -4.700234, -3.463903], [8.153305, -4.306181, -4.926723], [4.403495, -5.070643, -6.946352], [4.067438, -6.102215, -5.664287], [1.550715, -5.569904, -5.860495], [1.879423, -4.751469, -7.352201], [2.080890, -6.459024, -7.247956], [5.482732, -0.863125, -4.069980], [4.684830, -1.672018, -5.400427], [3.275490, 0.339796, -4.622691], [2.429673, -1.206560, -4.389903], [3.236200, -0.487245, -3.013731], [-10.458663, -0.640023, -0.494818], [-9.359131, -0.596483, 0.431092], [-8.147860, -0.250700, 0.005722], [-7.846890, 0.373519, -1.026515], [-7.253086, -0.863372, 0.789652], [-5.881859, -0.921982, 0.384180], [-10.733355, 0.344189, -0.874239], [-11.278102, -1.122616, 0.037828], [-10.238882, -1.227811, -1.386063], [-5.304276, -1.244321, 1.250553], [-5.409054, 0.041415, 0.193337], [-5.707714, -1.614392, -0.439434], [1.557252, 5.012399, -2.538847], [1.918557, 4.032324, -3.524338], [2.200815, 4.311071, -4.757079], [2.585845, 3.427198, -5.530259], [1.857580, 5.661427, -5.045020], [1.712423, 6.178279, -6.370259], [0.904114, 5.752592, -3.001033], [2.460662, 5.471217, -2.137067], [1.035312, 4.458860, -1.758281], [1.019294, 7.017915, -6.318375], [1.321150, 5.368702, -6.986372], [2.692020, 6.540580, -6.682066], [5.096098, 1.922810, 0.560068], [5.287679, 1.930786, -0.833227], [5.138739, 3.102597, -1.548254], [4.713999, 4.215060, -1.131473], [5.524327, 2.772806, -2.765048], [5.506219, 3.774275, -3.794760], [4.713113, 0.973201, 0.933768], [4.427498, 2.733794, 0.848827], [6.032468, 2.172126, 1.059221], [5.430850, 3.350920, -4.796346], [6.428172, 4.342476, -3.671182], [4.644910, 4.438156, -3.720637], [3.986093, -3.140471, 4.246905], [2.661664, -2.729162, 4.571906], [2.307239, -1.377111, 4.457242], [3.102268, -0.404970, 4.424621], [0.983952, -1.188329, 4.611516], [0.008375, -2.186507, 4.599936], [4.117869, -3.101896, 3.165582], [4.130472, -4.204395, 4.434863], [4.796195, -2.590746, 4.726092], [-0.024418, -2.768666, 5.520864], [0.161203, -2.863890, 3.759754], [-0.926709, -1.636976, 4.491547], [-1.005925, -2.289354, -8.079217], [-0.354591, -1.508893, -7.110308], [-1.031300, -0.510175, -6.443277], [-2.183293, -0.111371, -6.762109], [-0.178454, 0.040784, -5.511236], [-0.577419, 1.104342, -4.716653], [-1.768109, -2.807973, -7.497656], [-0.201808, -2.969117, -8.361017], [-1.437989, -1.781146, -8.941273], [-1.311343, 0.897850, -3.937668], [-0.831121, 1.961596, -5.340238], [0.311627, 1.339914, -4.131663], [-3.309417, -2.857282, 2.640391], [-3.643946, -2.092851, 3.727716], [-4.904315, -1.715337, 3.973999], [-5.881157, -2.120587, 3.364679], [-4.847006, -0.955967, 5.046928], [-6.066045, -0.428784, 5.599551], [-3.472603, -2.430954, 1.650584], [-3.919279, -3.758717, 2.580500], [-2.271223, -3.188069, 2.669570], [-6.979916, -0.352606, 5.010369], [-5.843413, 0.568877, 5.977974], [-6.339977, -1.080286, 6.429378]],
  "forces_ev_per_a": [[-0.089, -0.511, 0.033], [0.759, -1.060, -0.740], [1.844, 3.310, 0.352], [-1.789, -1.231, -1.001], [0.094, 0.459, -0.596], [-1.840, -1.300, -1.649], [0.687, 0.572, 0.398], [0.033, -0.160, -0.010], [-0.049, -0.005, 0.055], [-0.312, 0.328, 0.227], [-0.238, -0.001, 0.022], [-0.309, 0.356, 0.168], [-0.124, 0.133, 0.405], [0.293, 0.078, -0.159], [-0.296, -0.594, 0.834], [0.023, -0.778, 0.164], [0.855, 0.654, -0.003], [-0.549, 0.235, 0.399], [1.010, -0.502, 0.756], [0.092, -0.006, -0.074], [-0.277, -0.198, -0.015], [0.027, 0.408, 0.249], [0.850, -0.249, 0.809], [-1.883, -0.092, -1.629], [0.692, 1.798, 1.465], [-0.131, 0.401, -1.033], [1.550, -1.018, 1.809], [0.138, -0.801, -1.947], [0.302, 1.633, 0.637], [-0.705, 0.117, 0.037], [-1.708, -0.264, 0.747], [1.759, 0.789, -2.106], [-0.668, -0.677, -0.189], [-0.226, 0.329, -0.333], [-0.261, -0.329, 0.343], [-0.165, -0.377, -0.378], [0.163, 0.192, 0.202], [0.556, -0.029, 0.226], [0.636, -0.476, -0.470], [-0.641, -0.589, 0.155], [0.215, -0.223, 0.237], [-0.084, 0.050, 0.146], [0.229, -0.051, 0.091], [-0.787, -0.575, 0.045], [-0.009, -0.346, 1.285], [-0.010, -0.119, 0.037], [0.612, 0.361, 0.191], [-0.363, 0.414, -0.361], [0.003, 0.059, 0.505], [2.023, 0.364, -1.824], [-1.074, -0.748, -0.236], [-1.472, 0.152, 1.772], [0.931, -0.667, -0.523], [0.220, 0.416, -0.297], [-0.523, -0.975, 1.618], [0.219, 0.112, -1.395], [1.640, 2.090, -1.595], [0.587, -0.256, 1.531], [-0.115, 0.070, 0.338], [0.098, -0.127, -0.032], [-0.686, -0.142, -0.002], [-0.333, 0.538, 0.293], [-0.292, -0.285, 0.283], [-0.183, 0.022, 0.072], [0.148, -0.585, -0.493], [-0.200, 0.034, 0.076], [-0.208, 0.191, 0.380], [-0.259, 0.407, 0.004], [-0.055, -0.175, -0.113], [-0.186, 0.166, -0.581], [-0.211, -0.330, 0.637], [-0.091, -0.105, -0.129], [0.116, 0.189, -0.214], [0.082, -0.161, -0.090], [-1.261, -1.406, -0.461], [1.049, 2.394, -1.108], [-0.450, -1.992, 2.684], [-0.843, 1.423, -1.187], [-0.793, -1.618, -0.925], [1.219, -0.131, -0.124], [-1.005, 1.755, 1.295], [1.033, -1.243, -1.240], [1.656, 1.353, 0.116], [-0.101, 0.137, -1.354], [-1.046, -1.504, 0.995], [0.011, -0.183, -0.184], [0.054, 0.242, 0.528], [-0.296, 0.673, 0.163], [0.179, 0.012, 0.660], [0.345, -0.416, -0.203], [0.137, 0.215, -0.419], [0.372, -0.271, 0.897], [-0.163, -0.482, 0.769], [-0.498, 0.396, -0.753], [-0.037, -0.405, -0.345], [-0.050, 0.195, 0.068], [0.327, 0.640, -0.131], [-0.094, -0.059, 0.293], [0.185, 0.062, 0.183], [0.135, 0.028, -0.306], [-0.143, 0.891, 0.368], [0.444, -1.288, -0.804], [-0.551, 0.591, 2.287], [0.224, 1.490, 1.430], [-0.291, -1.880, -1.515], [0.823, 0.458, -0.462], [0.500, 1.172, 0.376], [0.273, -0.701, -0.416], [-1.949, 0.482, -1.663], [1.267, -1.123, 0.516], [-1.135, 0.633, 0.451], [0.084, -0.143, -0.344], [-0.209, 0.073, 0.140], [-0.212, -0.402, -0.233], [-0.074, 0.184, 0.397], [0.285, 0.154, 0.008], [0.552, 0.029, -0.217], [0.356, -0.752, -0.164], [-0.183, 0.045, 0.184], [0.092, 0.084, -0.061], [0.026, -0.025, 0.203], [-0.685, 0.006, -0.430], [0.292, -0.100, -0.017], [-0.013, 0.186, -0.192], [0.033, -0.025, 0.127], [0.269, 0.050, 0.001], [0.313, 0.604, 0.070], [-1.013, 1.052, -1.675], [0.403, -1.606, 1.385], [2.219, -0.182, -1.637], [-1.912, 0.278, 1.927], [-0.407, 1.241, -2.752], [-0.499, -2.155, 1.920], [-0.421, -0.053, 0.673], [0.482, 1.363, 1.426], [0.923, -2.091, -2.142], [0.339, 1.804, -0.185], [0.193, -0.070, 0.121], [0.189, 0.199, 0.492], [-0.285, -0.377, 0.002], [0.053, -0.298, 0.064], [0.012, -0.871, -0.017], [0.142, 0.030, -0.038], [0.150, 0.177, -0.836], [-0.111, 0.461, -0.125], [0.665, 0.496, -0.212], [-0.369, 0.202, 0.021], [-0.657, 0.332, -0.156], [0.254, 0.193, 1.046], [-0.349, -0.185, -0.171], [-0.577, -0.400, 0.452], [0.282, -0.083, 0.265], [-0.366, 0.378, 0.391], [0.095, 0.612, 0.052], [-0.236, -1.086, 0.861], [0.593, -0.151, 0.070], [0.090, 2.261, -1.247], [0.160, 2.105, 1.322], [-0.080, -2.667, -0.968], [-0.290, 0.719, 0.207], [-0.037, -3.234, -0.061], [-0.070, 0.339, -0.447], [0.268, -0.131, -0.004], [-0.134, -0.024, 0.024], [0.073, 0.167, 0.131], [-0.114, -0.081, -0.225], [-0.056, -0.517, 0.044], [-0.328, 0.306, -0.294], [-0.188, 0.722, -0.217], [-0.232, -0.354, 0.193], [0.095, -0.022, 0.197], [0.176, 0.249, -0.006], [0.768, -0.153, 0.103], [-0.119, 0.282, 0.027], [-0.118, -0.093, -0.022], [-0.002, 0.059, 0.141], [0.023, -0.011, -0.198], [-0.078, 0.397, 0.010], [0.002, 0.260, -0.442], [-0.012, 0.135, 0.025], [1.252, -0.110, -2.823], [-0.995, -1.015, 2.264], [0.018, 0.316, 0.296], [0.672, 0.339, 0.509], [-0.003, 0.116, 0.400], [0.148, 0.273, 0.040], [0.390, -0.201, 0.177], [-0.572, -0.528, 0.019], [-0.644, 0.368, -0.555], [-0.249, 0.094, 0.034], [-0.201, 0.334, -0.181], [0.218, -0.628, 1.320], [-0.563, 0.379, -3.268], [-0.702, 2.620, 1.266], [0.582, -2.051, 1.280], [0.518, -0.777, 0.144], [0.044, -0.036, 0.311], [-0.063, -0.009, -0.018], [0.058, 0.123, -0.092], [-0.004, -0.197, 0.127], [0.160, 0.296, -0.380], [-0.143, -0.128, -0.404], [-0.029, 1.458, 0.897], [-0.303, 0.714, -1.017], [-1.056, 1.812, 1.709], [1.431, -3.947, -1.289], [-0.421, 0.033, -0.545], [0.036, 0.862, 0.120], [0.108, -0.056, -0.476], [-0.298, -0.070, -0.018], [0.155, -0.336, 0.013], [0.270, -0.614, 0.421], [-0.122, 0.139, -0.275], [0.106, -0.021, 0.462], [0.762, -0.144, -0.975], [-1.108, 1.836, -0.254], [2.754, 1.090, 1.580], [-2.754, -3.672, -0.595], [1.811, 1.178, -0.390], [-0.604, -0.889, -0.140], [0.052, 0.482, -0.151], [-0.605, 0.081, 0.644], [-0.410, 0.271, 0.157], [0.160, 0.085, 0.032], [-0.101, -0.096, -0.021], [-0.100, -0.235, 0.012], [-0.437, -0.898, 0.571], [0.297, 2.930, 2.172], [-1.899, 1.020, -1.953], [3.883, -1.394, 1.730], [-0.808, -2.797, -1.818], [0.360, 1.359, 0.676], [-0.332, -0.408, -0.695], [-0.403, -0.130, -0.348], [0.169, 0.335, 0.259], [-0.592, -0.328, -0.500], [-0.331, -0.009, 0.315], [0.279, 0.279, -0.254], [-0.533, -1.929, -1.990], [0.929, 1.455, 1.087], [-1.411, -1.711, -0.816], [1.308, 0.920, 0.837], [-0.690, 0.691, -0.181], [-0.463, -0.058, 1.058], [-0.074, 0.669, 0.126], [-0.068, -0.213, 0.281], [0.058, 0.295, 0.551], [0.626, -0.299, -0.918], [0.211, -0.170, 0.008], [0.141, 0.110, 0.153]],
  "mulliken_charge": [-1.002, 0.343, 2.317, -0.132, -0.823, -0.101, -0.409, -0.011, 0.362, -0.084, -0.680, 0.581, -0.376, 0.514, -0.408, 0.506, 0.186, -0.872, 0.790, -0.445, -0.015, 0.349, -0.761, 0.868, -0.083, 0.590, -0.731, 0.001, -0.283, -1.209, -0.306, -0.411, -0.974, -0.102, 0.560, 0.205, 0.304, -0.796, 0.293, 0.346, 0.252, 0.261, 0.434, 0.347, 0.378, 0.467, 0.293, 0.138, -1.289, 0.642, -0.606, 0.113, 0.230, -0.379, 2.389, -1.667, -0.432, -0.148, -0.773, 0.460, 0.394, -0.002, -0.498, 0.481, -0.325, -0.790, 0.085, 0.371, 0.558, 0.381, 0.204, 0.402, -0.015, 0.267, -0.760, -0.697, -0.458, 0.200, -0.417, -0.365, -0.283, -0.276, 0.899, 0.269, -0.170, 0.275, 0.473, 0.074, 0.370, 0.414, 0.383, 0.146, -0.580, 0.330, 0.492, 0.499, -0.719, -0.192, -0.370, 0.609, 1.239, -0.447, -0.028, 0.685, -0.750, -0.327, -0.183, -1.189, -0.393, -0.312, -0.960, -0.205, -0.665, -0.151, 0.437, 0.161, 0.283, 0.368, 0.266, 0.410, 0.287, 0.276, 0.362, 0.470, 0.214, 0.199, -0.977, 0.217, -0.275, 0.553, -0.760, -0.452, 0.096, -1.130, 0.344, -0.104, -1.347, 0.292, 0.679, -0.027, 0.429, -0.278, 0.451, -0.055, 0.122, 0.332, 0.432, 0.090, 0.418, 0.348, 0.251, 0.416, -1.146, 0.281, -0.483, -0.030, -0.494, -0.065, -0.199, -1.243, 0.628, -0.829, 0.499, 0.318, 0.441, 0.175, -0.161, 0.397, 0.338, 0.286, 0.252, 0.246, 0.411, 0.239, 0.528, 0.457, -0.087, -0.708, -0.689, -0.333, 0.654, -0.593, -0.238, 0.528, 0.299, 0.239, 0.318, -0.697, 0.026, 0.370, -0.680, 0.347, 0.430, -0.596, -0.356, -0.788, 0.415, 0.392, -0.006, 0.239, 0.351, 0.284, -0.627, -0.148, 0.774, -0.644, -0.232, -0.612, 0.063, 0.364, 0.327, 0.263, 0.343, 0.153, -0.684, -0.385, 0.702, -0.636, 0.027, -0.291, 0.155, 0.325, 0.375, 0.541, 0.044, -0.121, -0.719, -0.244, 0.532, -0.603, -0.043, 0.260, 0.331, 0.187, 0.303, -0.500, 0.380, 0.029, -0.130, -0.258, 0.745, -0.591, -0.189, -0.560, -0.273, 0.576, 0.014, 0.361, 0.037, 0.329],
  "lumo_energy_ev": [-1.7, -6.7],
  "homo_ev": [-11.84, -11.84],
  "gap_ev": [10.14, 5.14],
  "total_charge": 1,
  "max_force_ha_per_bohr": 0.09000,
  "multiplicity": 2
}